Entry 1:
{
  "formula": "C4H5N3O",
  "method": "the ωB97M-V functional and the def2-TZVPD basis",
  "species": ["N", "C", "C", "N", "N", "C", "C", "O", "H", "H", "H", "H", "H"],
  "xyz": [[-1.885, 1.843, 0.569], [-1.029, 1.142, 0.839], [0.130, 0.220, 0.937], [1.301, 0.908, 0.329], [1.135, 0.812, -1.060], [0.399, -0.164, -1.349], [-0.063, -0.900, -0.074], [-1.373, -1.273, -0.286], [0.391, -0.063, 2.011], [1.467, 1.918, 0.523], [0.322, -0.484, -2.411], [0.615, -1.715, 0.264], [-1.410, -2.244, -0.292]],
  "lowdin_charge": [0.178, -0.184, -0.247, -0.030, 0.025, -0.099, -0.354, -0.008, 0.167, 0.139, 0.132, 0.164, 0.116],
  "e_lumo_ev": 0.43,
  "gap_ev": 10.04,
  "smiles": "N#C[C@@H]1NN=C[C@@H]1O",
  "homo_ev": -9.6
}


Entry 2:
{
  "formula": "C4H6LiO2Sc",
  "method": "the ωB97M-V functional and the def2-TZVPD basis",
  "species": ["O", "C", "C", "Sc", "Li", "H", "H", "C", "C", "O", "H", "H", "H", "H"],
  "xyz": [[0.704, 1.146, -0.461], [0.998, 1.858, 0.583], [0.064, 1.809, 1.705], [2.804, 0.911, -0.086], [-0.271, -0.435, 0.114], [-0.981, 1.621, 1.402], [0.094, 2.679, 2.372], [1.108, -0.742, 1.810], [0.682, 0.455, 2.597], [2.507, -0.567, 1.306], [1.132, -1.643, 2.438], [-0.129, 0.175, 3.284], [1.517, 0.922, 3.146], [3.155, -0.667, 2.012]],
  "lowdin_charge": [-0.183, -0.253, -0.084, 1.612, 0.769, 0.131, 0.134, -0.271, -0.142, -0.216, 0.109, 0.139, 0.122, 0.133],
  "e_lumo_ev": [-10.08, -10.08],
  "gap_ev": [6.17, 6.17],
  "homo_ev": [-16.2, -16.2],
  "total_charge": 2
}


In order of appearance, ΔE to the lowest compared entry with this formula, charge and spin = 71.27, 23.75 kcal per mole.
In order of appearance, molecular weight = 111.10, 137.99 g/mol.
In order of appearance, energy = -394.8540, -1074.0447 hartree.